(1)
Density functional theory data (ωB97M-V/def2-TZVPD) for a structure of composition C5H8O6Pb at a distorted geometry.

Computed properties:
multiplicity = 2
total energy = -22805.5308 eV
charge = +3
HOMO-LUMO gap (spin up / spin down) = 5.644 / 4.669 eV
HOMO energy (spin up / spin down) = -21.3 / -21.2 eV

Last column: Mulliken spin population.
Positions of all 20 atoms, in Å:
O -1.2949 2.9992 0.3331  0.781
C -0.6288 2.1124 -0.1825  -0.039
O 1.5584 1.3911 -0.9705  -0.019
C 1.6914 0.6311 -2.0197  0.053
C 0.7018 2.5089 -0.8771  0.107
O 1.4228 1.1062 -3.1834  -0.929
O 1.8116 -0.5843 -1.9414  -0.071
H -1.2493 1.4442 -0.8451  0.104
H 0.4628 2.9709 -1.8440  0.001
H 1.1961 3.2290 -0.2073  0.001
O -2.0179 -1.2262 2.1736  0.014
C -1.1241 -1.3315 1.1468  -0.012
C -0.0461 -2.2981 1.5746  0.086
O 0.7794 -2.7855 0.6549  0.619
H -2.7535 -0.6480 1.9372  0.000
H -0.7596 -0.1589 0.6747  0.021
H -0.4454 -3.1910 2.1341  0.134
H 0.5649 -1.9006 2.4320  0.152
Pb 1.7409 -2.5681 -1.2168  -0.012
H -1.6105 -1.7007 0.2270  0.010



(2)
Density functional theory data (ωB97M-V/def2-TZVPD) for a cluster of 8 separate species, BH18O7 in total at a distorted geometry.

Computed properties:
total energy = -15300.1398 eV
charge = -1
HOMO-LUMO gap = 8.563 eV
HOMO energy = -5.7 eV
ΔE to the lowest compared entry with this formula, charge and spin = 227.5 kJ/mol

Last column: Löwdin charge in e.
Positions of all 26 atoms, in Å:
B 30.6995 25.6908 12.2532  -0.460
H 31.5712 26.2326 11.9206  -0.124
H 30.9155 24.6446 12.1013  -0.123
H 30.5028 25.8662 13.2995  -0.116
H 29.8643 25.9266 11.6120  -0.115
O 29.5715 29.5225 13.4696  -0.061
H 29.6107 28.6041 13.2026  0.020
H 29.0860 29.5120 14.2945  0.021
O 27.1646 28.2739 8.0973  -0.059
H 26.5144 28.6485 8.6916  0.024
H 27.7060 27.7154 8.6553  0.033
O 28.5342 22.4755 14.7071  -0.066
H 28.4871 22.4606 13.7512  0.029
H 29.1881 23.1460 14.9048  0.029
O 35.2687 24.0551 11.8721  -0.059
H 35.8244 24.1778 12.6418  0.023
H 34.3929 24.3059 12.1660  0.030
O 34.0233 29.0039 13.1310  -0.063
H 33.1278 28.6858 13.0165  0.026
H 34.4766 28.7381 12.3309  0.025
O 32.4708 19.9660 11.4101  -0.058
H 31.9155 19.8104 12.1741  0.026
H 32.7410 20.8806 11.4922  0.030
O 31.9258 25.9235 8.0478  -0.060
H 31.9240 25.0317 7.7000  0.023
H 31.8022 25.8136 8.9906  0.025



(3)
Density functional theory data (ωB97M-V/def2-TZVPD) for a structure of composition C4H3GdLiO2 at a distorted geometry.

Computed properties:
multiplicity = 9
total energy = -29310.6279 eV
charge = +2
HOMO-LUMO gap (spin up / spin down) = 5.704 / 4.180 eV
HOMO energy (spin up / spin down) = -14.1 / -16.0 eV

Last column: Mulliken spin population.
Positions of all 11 atoms, in Å:
Gd -1.0478 -3.6619 0.2326  7.200
O -0.0991 -1.5434 -0.3539  0.157
C 0.2346 -0.4293 0.3642  0.179
H -1.8416 0.3973 1.0237  0.001
H 1.0397 -0.6052 1.0965  0.001
C -0.2523 1.7267 0.2463  0.086
C -0.7893 0.5556 0.7735  -0.021
C 0.7868 1.0731 -0.4705  0.076
O 1.3404 1.0338 -1.5426  0.284
Li 0.9776 -1.3210 -1.8943  0.021
H -0.3490 2.7743 0.5244  0.015



(4)
Density functional theory data (ωB97M-V/def2-TZVPD) for the molecule C3H4N2O2 at a distorted geometry.

Computed properties:
total energy = -10243.0881 eV
charge = 0
HOMO-LUMO gap = 9.883 eV
HOMO energy = -9.7 eV
ΔE to the lowest compared entry with this formula, charge and spin = 885.4 kJ/mol

Last column: Löwdin charge in e.
Positions of all 11 atoms, in Å:
C 1.3112 0.3232 0.4863  -0.078
C -1.3695 0.5096 -1.0567  -0.125
C 0.3932 -0.9945 0.7975  -0.127
H 1.0927 1.1556 1.3945  0.168
H 2.4662 -0.0075 0.1957  0.160
H -2.4584 0.6536 -1.6690  0.187
H 0.4727 -1.8589 1.6165  0.153
N -0.3540 1.3370 -0.8823  -0.044
N -0.7885 -1.3353 0.4796  0.006
O 0.9259 0.9931 -0.8535  -0.190
O -1.6915 -0.7759 -0.5086  -0.108



(5)
Density functional theory data (ωB97M-V/def2-TZVPD) for a structure of composition C22H20Br4CrN4O5P at a distorted geometry.

Computed properties:
multiplicity = 2
total energy = -357221.1755 eV
charge = 0
HOMO-LUMO gap (spin up / spin down) = 7.119 / 7.353 eV
HOMO energy (spin up / spin down) = -7.7 / -7.8 eV
ΔE to the lowest compared entry with this formula, charge and spin = 66.9 kJ/mol

Last column: Mulliken spin population.
Positions of all 57 atoms, in Å:
Cr -0.3842 0.1620 -0.2214  1.001
N 0.1603 1.7892 1.0836  -0.001
N -0.9679 2.6355 1.1730  0.000
C -2.2151 2.0296 0.9032  0.000
O -3.2212 2.5503 1.3486  0.005
O -2.1380 0.9559 0.1906  -0.008
H 0.3611 1.2695 1.9384  0.000
H 0.9781 2.3424 0.8616  0.000
H -0.9879 3.2895 1.9395  0.000
Br -2.5303 -3.3185 -3.1601  0.001
C -2.1139 -1.5161 -3.5413  0.010
C -2.4862 -0.9493 -4.7637  -0.006
C -2.2221 0.3683 -5.0339  0.009
Br -2.8013 1.0945 -6.6872  0.000
C -1.5411 1.1825 -4.1037  -0.010
C -1.2143 2.5440 -4.2684  0.015
C -0.5144 3.1871 -3.2808  -0.007
C -0.1525 2.4979 -2.1200  0.026
N -0.4688 1.2355 -1.9136  -0.032
C -1.1475 0.5775 -2.8904  -0.003
C -1.4540 -0.7801 -2.5650  -0.001
O -1.1016 -1.2216 -1.3973  -0.010
H -2.9884 -1.5634 -5.4978  0.000
H -1.5194 3.0632 -5.1662  0.001
H -0.2374 4.2266 -3.3836  0.000
H 0.3994 2.9975 -1.3359  -0.002
Br 3.0593 -0.3114 -2.8834  0.001
C 3.6534 -0.3321 -1.0841  0.000
C 5.0132 -0.4211 -0.7978  0.003
C 5.4272 -0.4466 0.5036  -0.004
Br 7.2890 -0.6017 0.8535  0.000
C 4.5088 -0.3330 1.5649  -0.001
C 4.8683 -0.3478 2.9297  0.000
C 3.9122 -0.1768 3.8891  0.001
C 2.5901 0.0578 3.4821  -0.001
N 2.2153 0.0691 2.2274  -0.001
C 3.1233 -0.1719 1.2609  0.009
C 2.6555 -0.2441 -0.1100  -0.003
O 1.4066 -0.2531 -0.4948  0.009
H 5.7339 -0.4768 -1.6006  0.000
H 5.9042 -0.4902 3.2056  0.000
H 4.1613 -0.1936 4.9413  0.000
H 1.8109 0.2518 4.2147  0.000
C -2.9380 -0.5170 3.0469  0.000
P -2.0606 -1.6163 1.9046  -0.003
C -1.6759 -3.1111 2.8535  0.000
C -3.1808 -2.1311 0.5919  0.001
O -0.7440 -1.0313 1.4477  0.003
H -3.6273 -1.0921 3.6658  0.000
H -3.4887 0.2494 2.5017  0.000
H -2.1885 -0.0499 3.6867  0.000
H -2.5430 -3.4876 3.3954  0.000
H -0.8789 -2.8675 3.5555  0.000
H -1.3176 -3.8726 2.1612  0.000
H -4.0049 -2.7128 1.0086  0.000
H -2.6105 -2.7367 -0.1119  0.000
H -3.5650 -1.2514 0.0820  0.000



(6)
Density functional theory data (ωB97M-V/def2-TZVPD) for a structure of composition C9H7BrOS2 at a distorted geometry.

Computed properties:
total energy = -103204.1001 eV
charge = 0
HOMO-LUMO gap = 9.080 eV
HOMO energy = -8.9 eV
ΔE to the lowest compared entry with this formula, charge and spin = 82.6 kJ/mol

Last column: Löwdin charge in e.
Positions of all 20 atoms, in Å:
C -0.8589 -0.9308 -3.1636  -0.212
C -0.2111 -0.7586 -1.8867  -0.072
C -2.0865 -0.3867 -3.3030  -0.401
C -1.0820 0.0069 -1.0906  -0.614
C 0.3446 1.5034 0.4587  -0.122
C 1.2745 1.2862 1.3530  -0.087
C 1.4963 -0.3248 3.4854  -0.477
C -0.8434 0.5474 0.2409  -0.471
C 1.0938 -0.2288 2.0686  -0.955
O 0.7765 -0.7229 4.3366  0.074
S -2.5198 0.4877 -1.8573  1.047
S -0.4953 -0.8892 1.5771  0.920
Br 2.6779 -1.3142 1.3781  0.645
H -0.4507 -1.8210 -3.7686  0.134
H 0.4956 -1.4483 -1.6294  0.077
H -2.7887 -0.2837 -4.1696  0.082
H 0.2713 2.4181 -0.2145  0.144
H 2.2122 1.7662 1.8284  0.139
H 2.4051 0.1256 3.7010  0.083
H -1.7114 0.9675 0.6554  0.067



Copy entry 2 word for word.
Density functional theory data (ωB97M-V/def2-TZVPD) for a cluster of 8 separate species, BH18O7 in total at a distorted geometry.

Computed properties:
total energy = -15300.1398 eV
charge = -1
HOMO-LUMO gap = 8.563 eV
HOMO energy = -5.7 eV
ΔE to the lowest compared entry with this formula, charge and spin = 227.5 kJ/mol

Last column: Löwdin charge in e.
Positions of all 26 atoms, in Å:
B 30.6995 25.6908 12.2532  -0.460
H 31.5712 26.2326 11.9206  -0.124
H 30.9155 24.6446 12.1013  -0.123
H 30.5028 25.8662 13.2995  -0.116
H 29.8643 25.9266 11.6120  -0.115
O 29.5715 29.5225 13.4696  -0.061
H 29.6107 28.6041 13.2026  0.020
H 29.0860 29.5120 14.2945  0.021
O 27.1646 28.2739 8.0973  -0.059
H 26.5144 28.6485 8.6916  0.024
H 27.7060 27.7154 8.6553  0.033
O 28.5342 22.4755 14.7071  -0.066
H 28.4871 22.4606 13.7512  0.029
H 29.1881 23.1460 14.9048  0.029
O 35.2687 24.0551 11.8721  -0.059
H 35.8244 24.1778 12.6418  0.023
H 34.3929 24.3059 12.1660  0.030
O 34.0233 29.0039 13.1310  -0.063
H 33.1278 28.6858 13.0165  0.026
H 34.4766 28.7381 12.3309  0.025
O 32.4708 19.9660 11.4101  -0.058
H 31.9155 19.8104 12.1741  0.026
H 32.7410 20.8806 11.4922  0.030
O 31.9258 25.9235 8.0478  -0.060
H 31.9240 25.0317 7.7000  0.023
H 31.8022 25.8136 8.9906  0.025



Which value of charge does entry 2 give?
-1



Which value of charge does entry 3 give?
+2